(1)
# C3H4NaO3

C3H4NaO3 as an isolated structure in a non-equilibrium geometry (ωB97M-V/def2-TZVPD, OMol25).

The geometry in XYZ format:
```
11
Properties=species:S:1:pos:R:3:forces:R:3:mulliken_charge:R:1
O -1.0454 -1.9477 1.5779 -0.2640 0.2354 -0.8990 -0.712
C -0.1621 -1.4620 2.3441 0.4818 0.3484 0.3790 0.266
O 0.0454 -1.7890 3.5193 0.1351 0.1905 -0.2283 -0.635
O -1.1072 0.9574 -0.6419 1.8742 -1.2520 0.2518 -0.898
Na -1.9791 -1.1610 -0.3869 0.8323 0.5836 0.7382 0.916
C 0.1614 1.1915 -0.8810 -2.4523 -0.1869 0.6325 -0.033
C 0.7542 1.1397 -2.1105 1.0201 -0.0978 -1.7388 -0.632
H 0.8425 1.3772 -0.0259 -0.6936 1.0410 0.1923 0.333
H 0.5254 -0.6264 1.9200 -0.7957 -0.8374 0.1849 0.087
H 0.7693 0.2768 -2.7818 -1.2368 0.3699 -0.1345 0.140
H 1.1957 2.0435 -2.5332 1.0991 -0.3945 0.6220 0.169
```
Positions in Å, forces in eV/Å.

Summary:
relative energy (zero: lowest compared OMol25 entry of this formula, charge and spin)	23.6	kJ/mol
HOMO energy	-2.714	eV
charge	-1
F_max	2.5	eV/A

(2)
# C3H4O

One molecule with the formula C3H4O in a non-equilibrium geometry (ωB97M-V/def2-TZVPD, OMol25).

The geometry in XYZ format:
```
8
Properties=species:S:1:pos:R:3:forces:R:3:mulliken_charge:R:1
C 1.0772 -0.6060 -0.0099 -0.3228 -0.8620 0.5635 -0.549
C 0.2856 0.4591 -0.0353 -0.0419 0.5367 -0.4650 -0.151
C -1.2071 0.3233 0.0225 -0.4073 -0.6510 0.0552 0.075
O -1.7972 -0.7369 -0.0637 0.5716 0.7139 0.0812 -0.471
H 2.1701 -0.5704 -0.0422 -0.4784 0.1259 -0.1023 0.272
H 0.5948 -1.5935 0.1491 0.4767 0.6680 -0.2592 0.221
H 0.6853 1.4721 -0.1775 -0.1874 -0.4053 0.1957 0.286
H -1.8086 1.2522 0.1569 0.3895 -0.1263 -0.0692 0.317
```
Positions in Å, forces in eV/Å.

Summary:
SMILES	C=CC=O
relative energy (zero: lowest compared OMol25 entry of this formula, charge and spin)	8.4	kJ/mol
HOMO energy	-10.077	eV
F_max	1.1	eV/A

(3)
# C3H4O

One molecule with the formula C3H4O in a non-equilibrium geometry (ωB97M-V/def2-TZVPD, OMol25).

The geometry in XYZ format:
```
8
Properties=species:S:1:pos:R:3:forces:R:3:mulliken_charge:R:1
O 0.1889 -2.1263 0.7278 -1.4006 7.6840 -3.0325 -0.547
C -0.0046 -0.8770 0.2655 1.6121 -6.5679 2.0593 0.542
C 0.0658 0.1216 -0.8721 1.7618 -1.6051 2.0897 -0.475
C -0.2012 0.5100 0.6440 -0.5936 0.7675 -0.7763 -0.519
H 1.1598 0.1091 -1.0597 -0.4535 0.4747 0.1986 0.198
H -0.4034 0.2466 -1.8162 -1.2687 0.0380 -0.1957 0.318
H -1.1965 0.7392 0.9953 -0.6659 -0.2908 -0.5353 0.234
H 0.3912 1.2769 1.1152 1.0084 -0.5004 0.1922 0.250
```
Positions in Å, forces in eV/Å.

Summary:
SMILES	O=C1CC1
relative energy (zero: lowest compared OMol25 entry of this formula, charge and spin)	198.2	kJ/mol
HOMO energy	-9.785	eV
F_max	8.4	eV/A